# 1
{
  "formula": "C25H43Cl3CuN5O4Si",
  "method": "the ωB97M-V functional and the def2-TZVPD basis",
  "de_lowest_ev": 0.011,
  "e_tot_ha": -4863.93053,
  "homo_energy_ev": [-4.48, -4.46],
  "lumo_energy_ev": [2.57, 2.57],
  "s2": 0.753,
  "multiplicity": 2,
  "fmax_ha_per_bohr": 0.048,
  "homo_lumo_gap_ev": [7.049, 7.029],
  "charge": -1,
  "species": ["C", "C", "H", "H", "H", "C", "C", "H", "H", "H", "H", "Cu", "Cl", "Cl", "H", "H", "C", "C", "N", "H", "C", "O", "H", "H", "H", "H", "H", "H", "C", "C", "N", "H", "C", "O", "H", "H", "H", "H", "O", "C", "C", "C", "H", "C", "H", "C", "H", "C", "C", "H", "H", "H", "Si", "Cl", "C", "C", "C", "H", "H", "H", "H", "H", "H", "H", "H", "H", "C", "N", "C", "C", "C", "N", "C", "O", "N", "H", "H", "H", "H", "H", "H", "H"],
  "xyz": [[0.69908, 3.14853, -1.86380], [-0.72775, 2.73031, -1.84164], [1.04500, 3.39029, -2.87514], [1.33252, 2.35884, -1.43951], [0.83341, 4.03994, -1.22835], [-1.62958, 3.00143, -2.79698], [-1.36804, 3.62531, -4.12842], [-2.68349, 2.79859, -2.59643], [-0.29894, 3.70009, -4.36761], [-1.81214, 4.63266, -4.17781], [-1.86058, 3.03328, -4.91622], [0.23087, -0.44320, 0.77601], [1.01576, 1.72844, 2.03547], [1.87767, -0.64686, -0.60157], [2.20936, -3.80815, 4.71503], [3.54774, -1.88022, 5.52722], [2.39710, -3.53737, 3.66879], [3.83609, -1.69756, 4.48338], [2.77080, -2.13088, 3.58727], [1.50942, -3.70906, 3.05907], [2.10343, -1.29956, 2.78952], [1.15435, -1.69428, 2.06716], [4.03451, -0.63003, 4.34709], [2.39918, -0.24169, 2.79516], [3.22404, -4.17131, 3.32336], [4.75656, -2.25975, 4.28194], [0.29577, 0.30718, -3.63943], [-2.43604, 0.57232, -3.75139], [0.15973, -0.77337, -3.49205], [-2.23108, -0.47615, -4.02802], [-1.21895, -1.04213, -3.15705], [0.80518, -1.10001, -2.66972], [-1.59762, -1.88287, -2.14559], [-0.87101, -2.43289, -1.33234], [-3.16316, -1.04656, -3.90872], [-2.70770, -2.02264, -2.14498], [0.42812, -1.28890, -4.42846], [-1.89825, -0.52466, -5.07523], [-0.76093, 0.63545, -0.68454], [-1.13899, 1.93435, -0.59287], [-3.55543, 1.17801, -0.83093], [-2.64391, 2.06583, -0.26888], [-3.17480, 0.34879, -1.43622], [-4.92299, 1.33970, -0.58012], [-0.55549, 2.35493, 0.24680], [-3.07821, 3.13911, 0.51154], [-5.64374, 0.66561, -1.04318], [-5.35779, 2.38028, 0.24740], [-4.43930, 3.28813, 0.78012], [-2.34267, 3.84836, 0.90122], [-6.42016, 2.50152, 0.46662], [-4.77114, 4.11169, 1.41523], [5.25082, -0.02889, -0.76951], [3.98564, 1.22954, -1.89592], [5.23302, -1.73900, -1.54998], [4.90803, 0.22176, 1.05044], [7.00903, 0.55778, -1.12135], [4.21874, -2.09708, -1.75841], [5.74447, -2.46587, -0.90342], [5.79562, -1.68203, -2.49546], [7.28158, 0.33393, -2.15937], [7.73045, 0.04934, -0.46977], [7.11321, 1.63624, -0.96583], [3.83982, 0.14528, 1.27136], [5.25079, 1.22318, 1.35189], [5.45589, -0.51837, 1.64945], [-3.45757, -3.99707, 1.88604], [-3.13121, -2.58640, 1.97352], [-4.05201, -1.67622, 2.35560], [-3.69251, -0.37527, 2.51548], [-2.32982, -0.00851, 2.28568], [-1.47435, -0.88487, 1.76105], [-1.79009, -2.23228, 1.69987], [-0.95944, -3.10223, 1.44033], [-1.88779, 1.22623, 2.54040], [-3.70347, -4.39772, 2.87454], [-2.55258, -4.46977, 1.51219], [-4.29774, -4.17623, 1.20786], [-5.06540, -2.04696, 2.53331], [-4.41481, 0.38943, 2.77538], [-2.50821, 1.92505, 2.92327], [-0.85591, 1.42814, 2.49916]],
  "mulliken_spin": [0.00, 0.00, 0.00, 0.00, 0.00, 0.00, 0.00, 0.00, 0.00, 0.00, 0.00, 0.66, 0.00, 0.09, 0.00, 0.00, 0.00, 0.00, 0.00, 0.00, 0.00, 0.05, 0.00, 0.00, 0.00, 0.00, 0.00, 0.00, 0.00, 0.00, 0.00, 0.00, 0.00, 0.00, 0.00, 0.00, 0.00, 0.00, 0.14, -0.01, 0.01, 0.00, 0.00, 0.00, 0.00, 0.00, 0.00, 0.00, 0.00, 0.00, 0.00, 0.00, 0.00, 0.00, 0.00, 0.00, 0.00, 0.00, 0.00, 0.00, 0.00, 0.00, 0.00, 0.00, 0.00, 0.00, 0.00, 0.00, 0.00, 0.00, 0.01, 0.05, 0.00, 0.00, 0.00, 0.00, 0.00, 0.00, 0.00, 0.00, 0.00, 0.00]
}



# 2
{
  "formula": "C25H43ClF3IN7O9P3S2",
  "method": "the ωB97M-V functional and the def2-TZVPD basis",
  "e_tot_ha": -4916.68507,
  "homo_energy_ev": -8.13,
  "lumo_energy_ev": -1.74,
  "fmax_ha_per_bohr": 0.070,
  "homo_lumo_gap_ev": 6.393,
  "species": ["C", "C", "N", "C", "N", "C", "C", "F", "C", "C", "N", "C", "C", "N", "C", "C", "C", "C", "O", "P", "N", "O", "C", "C", "C", "O", "C", "C", "C", "C", "C", "C", "P", "O", "N", "C", "C", "C", "I", "P", "O", "Cl", "H", "H", "H", "H", "H", "H", "H", "H", "H", "H", "H", "H", "H", "H", "H", "H", "H", "H", "H", "H", "H", "H", "H", "H", "H", "H", "H", "H", "H", "H", "H", "H", "H", "H", "H", "H", "H", "H", "H", "H", "H", "H", "H", "N", "S", "O", "O", "F", "S", "O", "O", "F"],
  "xyz": [[-2.46046, 3.83299, -1.99685], [-3.03137, 3.69924, -0.59555], [-2.34434, 2.72642, 0.28339], [-2.05671, 1.48523, -0.03770], [-2.47409, 0.90263, -1.20565], [-3.93241, 0.96180, -1.35219], [-4.65709, 0.14485, -2.38822], [-4.51625, 0.76113, -0.08820], [-1.62757, -0.26496, -1.70421], [-1.90035, -1.62838, -1.02170], [-3.28165, -2.00735, -0.76400], [-1.85292, -0.34899, -3.25215], [-2.58065, -1.56680, -3.87533], [-1.76673, -2.25357, -4.90217], [-0.09968, 0.06764, -1.36144], [0.85480, -1.10545, -1.66459], [0.78257, -1.73364, -3.06929], [2.08526, -2.07116, -3.67820], [1.11429, -0.95968, -4.14929], [0.59494, 1.67272, -2.19431], [2.17514, 1.29425, -2.69226], [-0.17633, 1.87331, -3.62717], [0.03989, 0.47073, 0.21099], [0.91880, -0.53079, 0.97872], [1.14696, -0.37491, 2.49692], [0.37426, -0.88513, 3.28274], [2.42802, 0.22325, 2.95698], [3.58594, -0.42369, 2.56742], [4.81332, 0.02004, 2.99689], [4.89258, 1.12698, 3.82151], [3.73454, 1.78654, 4.19708], [2.50201, 1.33592, 3.78016], [0.99095, 2.07784, 0.53149], [2.43572, 1.97225, 0.21519], [-1.26782, 0.74553, 0.83803], [-1.97870, -0.17833, 1.72927], [-2.33048, 0.41024, 3.09819], [-2.66140, -0.70490, 4.07168], [-3.53139, 0.08515, 5.84194], [-1.93196, 3.32005, 1.95508], [-3.46627, 3.74287, 2.26302], [-1.15443, 5.17280, 1.48400], [-2.61840, 2.97840, -2.64433], [-2.93418, 4.70628, -2.44447], [-1.39621, 4.05910, -1.94018], [-4.09935, 3.48827, -0.57304], [-2.94132, 4.66892, -0.12250], [-4.20282, 1.98113, -1.60276], [-4.39848, -0.89983, -2.45243], [-5.71380, 0.24329, -2.14481], [-4.52671, 0.61373, -3.36199], [-1.29089, -1.74154, -0.12443], [-1.49648, -2.38478, -1.69266], [-3.32338, -2.90271, -0.29924], [-3.80923, -1.33882, -0.22437], [-0.92303, -0.24134, -3.78713], [-2.40840, 0.54000, -3.54114], [-3.46360, -1.19334, -4.39183], [-2.95537, -2.29230, -3.15882], [-1.62085, -3.22183, -4.64869], [-2.27211, -2.28888, -5.77623], [0.69660, -1.98675, -1.04138], [1.89531, -0.83163, -1.53440], [-0.00819, -2.46732, -3.22650], [2.94714, -1.45201, -3.45876], [2.17785, -2.60584, -4.61299], [2.54658, 2.12757, -3.13910], [2.75306, 1.12054, -1.87213], [0.43771, 2.06527, -4.34631], [1.91813, -0.51465, 0.55318], [0.48460, -1.52437, 0.89109], [3.56601, -1.31234, 1.94903], [5.68970, -0.52299, 2.68147], [5.85867, 1.46591, 4.16514], [3.80493, 2.66359, 4.82500], [1.60053, 1.84339, 4.09927], [0.75076, 2.14839, 1.91653], [0.30343, 3.21722, 0.10491], [-2.92796, -0.47122, 1.27775], [-1.45129, -1.11361, 1.87818], [-3.18519, 1.08456, 3.00165], [-1.47706, 0.97949, 3.46328], [-3.36161, -1.40844, 3.62539], [-1.76911, -1.24583, 4.36319], [-3.53071, 4.66091, 2.55842], [6.85596, -4.34848, 3.21906], [7.59150, -3.40233, 2.18229], [7.09583, -2.06021, 2.17262], [7.92838, -3.99744, 0.93134], [8.97293, -3.30012, 2.94638], [5.35231, -4.69321, 2.90710], [4.71855, -5.26902, 4.04524], [5.10578, -5.25717, 1.61856], [4.66453, -3.24025, 2.80632]],
  "lowdin_charge": [-0.06, -0.25, -0.11, -0.32, 0.12, -0.32, 0.00, 0.00, -0.24, -0.18, 0.05, -0.11, -0.25, 0.01, -0.31, -0.13, -0.38, 0.05, -0.10, 0.90, -0.12, -0.27, -0.41, -0.09, -0.32, 0.11, -0.19, -0.02, -0.04, -0.05, -0.08, -0.06, 0.68, -0.38, -0.06, -0.16, -0.36, -0.67, 0.79, 0.68, -0.30, 0.33, 0.06, 0.09, 0.07, 0.12, 0.05, 0.11, 0.05, 0.11, 0.10, 0.09, 0.12, 0.10, 0.05, 0.08, 0.10, 0.10, 0.09, 0.07, 0.07, 0.12, 0.10, 0.12, 0.11, 0.11, 0.06, 0.04, 0.07, 0.11, 0.12, 0.12, 0.08, 0.11, 0.10, 0.11, 0.01, -0.05, 0.10, 0.12, 0.07, 0.08, 0.05, 0.04, 0.06, -0.31, 0.49, -0.31, -0.28, -0.18, 0.48, -0.29, -0.30, -0.22]
}